(1)
{"formula": "C44H55BN7P2S2Si2W", "method": "ωB97M-V with the def2-TZVPD basis set", "total_charge": 3, "homo_ha": -0.582, "de_lowest_kj_mol": 0.0, "symbols": ["W", "C", "Si", "C", "C", "N", "P", "C", "P", "N", "Si", "C", "C", "C", "C", "C", "C", "C", "C", "C", "C", "C", "C", "C", "C", "C", "C", "C", "C", "C", "C", "C", "C", "C", "C", "C", "C", "C", "H", "H", "H", "H", "H", "H", "H", "H", "H", "H", "H", "H", "H", "H", "H", "H", "H", "H", "H", "H", "H", "H", "H", "H", "H", "H", "H", "H", "H", "H", "H", "H", "H", "H", "H", "H", "H", "H", "C", "N", "C", "C", "N", "B", "N", "C", "C", "N", "C", "C", "S", "C", "S", "H", "H", "H", "H", "H", "H", "H", "H", "H", "H", "H", "H", "C", "C", "C", "N", "C", "C", "H", "H", "H", "H", "H"], "xyz": [[0.657, 0.145, -0.583], [3.131, 1.964, 3.311], [3.164, 1.538, 1.501], [4.520, 0.293, 1.211], [3.400, 3.027, 0.400], [1.505, 0.758, 1.031], [0.104, 0.615, 2.002], [-0.930, 0.220, 0.676], [-1.762, -1.104, -0.070], [-0.494, -1.506, -1.042], [-0.623, -2.942, -2.213], [-2.420, -3.459, -2.319], [0.433, -4.267, -1.389], [-0.055, -2.632, -3.957], [-3.141, -0.609, -1.082], [-2.899, -0.073, -2.347], [-3.967, 0.250, -3.168], [-5.271, 0.058, -2.728], [-5.512, -0.460, -1.463], [-4.449, -0.801, -0.639], [-2.303, -2.231, 1.211], [-2.939, -1.658, 2.314], [-3.388, -2.457, 3.351], [-3.192, -3.832, 3.300], [-2.556, -4.407, 2.208], [-2.120, -3.612, 1.159], [-0.373, 2.169, 2.746], [0.112, 3.398, 2.310], [-0.407, 4.573, 2.830], [-1.428, 4.527, 3.770], [-1.931, 3.303, 4.193], [-1.410, 2.126, 3.683], [0.341, -0.596, 3.298], [0.307, -1.966, 3.034], [0.545, -2.878, 4.046], [0.828, -2.432, 5.332], [0.880, -1.072, 5.602], [0.639, -0.154, 4.591], [4.124, 2.378, 3.522], [3.030, 1.080, 3.942], [2.402, 2.712, 3.614], [5.449, 0.824, 1.445], [4.612, -0.069, 0.188], [4.471, -0.561, 1.883], [4.439, 3.346, 0.529], [2.770, 3.876, 0.662], [3.257, 2.827, -0.662], [-3.016, -3.464, -1.409], [-2.392, -4.491, -2.685], [-2.955, -2.866, -3.063], [-0.108, -5.215, -1.347], [0.718, -4.006, -0.367], [1.349, -4.455, -1.951], [-0.552, -1.791, -4.442], [-0.369, -3.533, -4.498], [1.020, -2.540, -4.096], [-1.894, 0.052, -2.727], [-3.778, 0.630, -4.163], [-6.102, 0.297, -3.378], [-6.526, -0.622, -1.124], [-4.652, -1.244, 0.328], [-3.090, -0.583, 2.365], [-3.892, -2.011, 4.198], [-3.543, -4.457, 4.110], [-2.410, -5.478, 2.168], [-1.626, -4.076, 0.317], [0.902, 3.451, 1.575], [-0.011, 5.526, 2.505], [-1.830, 5.445, 4.177], [-2.722, 3.264, 4.931], [-1.806, 1.178, 4.033], [0.092, -2.334, 2.041], [0.501, -3.939, 3.833], [1.008, -3.146, 6.125], [1.105, -0.722, 6.600], [0.676, 0.903, 4.821], [4.201, 0.993, -2.913], [3.144, 1.851, -3.423], [3.332, 3.083, -4.009], [2.116, 3.506, -4.433], [1.193, 2.544, -4.109], [-0.306, 2.530, -4.527], [-1.222, 2.887, -3.279], [-2.487, 3.350, -3.520], [-3.108, 3.545, -2.330], [-2.215, 3.196, -1.358], [-2.470, 3.330, 0.070], [-1.068, 2.793, -1.957], [0.389, 2.514, -1.008], [1.835, 1.554, -3.494], [1.064, 0.075, -2.988], [5.119, 1.572, -2.865], [4.349, 0.144, -3.579], [3.948, 0.642, -1.914], [4.309, 3.528, -4.087], [1.826, 4.404, -4.950], [-0.608, 1.437, -4.910], [-0.478, 3.390, -5.332], [-2.833, 3.514, -4.526], [-4.094, 3.905, -2.092], [-3.540, 3.223, 0.231], [-2.140, 4.306, 0.421], [-1.946, 2.543, 0.604], [3.980, -3.712, -0.218], [3.358, -3.129, 0.874], [2.563, -2.018, 0.682], [2.323, -1.471, -0.523], [2.918, -2.062, -1.581], [3.755, -3.153, -1.466], [4.622, -4.575, -0.101], [3.495, -3.510, 1.877], [2.114, -1.535, 1.531], [2.708, -1.637, -2.549], [4.209, -3.562, -2.357]]}

---

(2)
{"formula": "C44H55Cl2GeN4O3P2S2SeY", "method": "ωB97M-V with the def2-TZVPD basis set", "homo_ha": -0.290, "de_lowest_kj_mol": 0.0, "symbols": ["Y", "N", "C", "C", "O", "N", "C", "C", "O", "O", "H", "H", "H", "H", "H", "H", "Cl", "C", "C", "C", "C", "C", "Cl", "C", "S", "H", "H", "H", "C", "C", "P", "C", "C", "C", "C", "C", "C", "C", "C", "C", "C", "C", "C", "C", "P", "C", "C", "C", "C", "C", "C", "C", "C", "C", "C", "C", "C", "H", "H", "H", "H", "H", "H", "H", "H", "H", "H", "H", "H", "H", "H", "H", "H", "H", "H", "H", "H", "H", "H", "H", "H", "H", "H", "C", "N", "C", "N", "S", "H", "H", "H", "H", "H", "H", "C", "Ge", "C", "C", "C", "Se", "C", "H", "H", "H", "H", "H", "H", "H", "H", "H", "H", "H", "H", "H", "H"], "xyz": [[9.682, 12.353, 12.543], [9.781, 13.357, 14.804], [8.363, 13.428, 15.315], [7.356, 13.660, 14.217], [6.295, 14.194, 14.483], [7.796, 13.332, 12.999], [7.237, 13.986, 11.806], [8.301, 14.272, 10.743], [8.049, 14.927, 9.779], [9.482, 13.690, 11.008], [10.111, 14.284, 14.719], [10.380, 12.899, 15.468], [8.134, 12.467, 15.781], [8.255, 14.277, 16.014], [6.555, 13.290, 11.330], [6.660, 14.898, 12.000], [12.212, 10.976, 12.201], [12.012, 9.664, 11.003], [13.204, 9.035, 10.686], [13.181, 7.982, 9.779], [11.967, 7.587, 9.244], [10.791, 8.290, 9.562], [9.412, 7.697, 8.665], [10.744, 9.381, 10.508], [9.255, 10.107, 11.057], [14.160, 9.383, 11.116], [14.053, 7.406, 9.507], [11.809, 6.795, 8.539], [13.368, 14.750, 11.647], [12.293, 15.558, 12.383], [11.743, 17.072, 11.509], [13.314, 18.018, 11.788], [13.775, 18.510, 13.006], [14.991, 19.148, 13.139], [15.789, 19.256, 12.038], [15.364, 18.797, 10.795], [14.128, 18.191, 10.661], [10.637, 17.723, 12.836], [9.522, 16.950, 13.189], [8.552, 17.426, 14.088], [8.743, 18.654, 14.724], [9.877, 19.439, 14.342], [10.769, 18.994, 13.373], [12.798, 13.992, 10.438], [13.169, 14.679, 8.749], [11.727, 13.972, 7.921], [10.987, 14.790, 7.082], [9.775, 14.321, 6.502], [9.349, 13.056, 6.831], [10.096, 12.214, 7.639], [11.294, 12.627, 8.173], [14.433, 13.423, 8.247], [15.548, 13.262, 9.038], [16.546, 12.333, 8.724], [16.395, 11.465, 7.637], [15.255, 11.635, 6.839], [14.294, 12.591, 7.137], [13.779, 14.015, 12.330], [14.200, 15.419, 11.388], [12.699, 15.818, 13.338], [11.411, 14.936, 12.570], [13.193, 18.350, 13.875], [15.340, 19.419, 14.104], [16.720, 19.809, 12.126], [16.038, 18.846, 9.957], [13.785, 17.776, 9.735], [9.409, 15.969, 12.759], [7.686, 16.814, 14.294], [7.988, 18.975, 15.405], [10.025, 20.438, 14.769], [11.566, 19.659, 12.988], [11.712, 13.922, 10.481], [13.207, 12.998, 10.460], [11.359, 15.761, 6.844], [9.170, 14.972, 5.830], [8.400, 12.654, 6.464], [9.707, 11.212, 7.819], [11.895, 11.957, 8.809], [15.614, 13.810, 9.958], [17.413, 12.340, 9.303], [17.150, 10.718, 7.465], [15.106, 11.134, 5.869], [13.457, 12.711, 6.434], [15.851, 14.098, 15.868], [14.884, 13.064, 15.564], [13.621, 13.106, 16.027], [13.238, 14.195, 16.714], [12.588, 11.823, 15.718], [16.834, 13.726, 15.639], [15.825, 14.357, 16.934], [15.655, 15.007, 15.324], [15.054, 12.261, 14.992], [13.728, 15.067, 16.739], [12.313, 14.213, 17.059], [8.938, 8.155, 19.020], [8.109, 9.506, 17.864], [6.690, 8.544, 17.009], [7.419, 11.064, 18.783], [9.364, 10.252, 16.542], [8.939, 9.942, 14.634], [10.187, 8.536, 14.300], [8.174, 7.889, 19.761], [9.847, 8.548, 19.449], [9.179, 7.281, 18.407], [5.718, 8.636, 17.534], [6.910, 7.475, 17.050], [6.471, 8.801, 15.983], [6.624, 10.804, 19.501], [6.951, 11.761, 18.073], [8.221, 11.604, 19.299], [10.387, 9.864, 16.665], [9.455, 11.320, 16.683], [9.821, 7.613, 14.762], [11.171, 8.824, 14.665], [10.175, 8.415, 13.185]]}

---

(3)
{"formula": "C44H55N13O2Rb", "method": "ωB97M-V with the def2-TZVPD basis set", "total_charge": -1, "homo_ha": -0.114, "de_lowest_kj_mol": 134.0, "symbols": ["Rb", "C", "C", "C", "N", "C", "C", "C", "C", "C", "C", "C", "N", "C", "C", "C", "N", "C", "C", "C", "C", "C", "C", "C", "N", "C", "C", "H", "H", "H", "H", "H", "H", "H", "H", "H", "H", "H", "H", "H", "H", "H", "H", "H", "H", "H", "H", "H", "H", "H", "H", "H", "H", "N", "C", "N", "C", "N", "N", "C", "C", "C", "C", "C", "C", "N", "C", "C", "C", "C", "C", "C", "H", "H", "H", "H", "H", "H", "H", "H", "H", "H", "H", "C", "N", "C", "N", "O", "H", "H", "H", "H", "H", "H", "C", "N", "C", "C", "C", "N", "C", "C", "O", "H", "H", "H", "H", "H", "H", "H", "H", "H", "H", "H", "H"], "xyz": [[0.128, 0.099, -0.073], [-3.590, 2.122, -1.649], [-4.627, 1.084, -1.199], [-3.994, -0.084, -0.422], [-3.136, 0.421, 0.607], [-3.580, 0.890, 1.739], [-4.896, 0.676, 2.238], [-5.553, 1.163, 3.348], [-5.153, 2.130, 4.256], [-3.933, 2.801, 4.253], [-2.811, 2.576, 3.502], [-2.510, 1.570, 2.530], [-1.307, 1.219, 2.200], [-0.151, 1.828, 2.800], [0.202, 3.198, 2.172], [1.319, 3.191, 1.106], [0.837, 2.882, -0.217], [0.489, 3.823, -1.030], [0.482, 5.227, -0.729], [0.749, 6.292, -1.548], [1.074, 6.297, -2.903], [0.930, 5.235, -3.787], [0.375, 3.997, -3.565], [-0.054, 3.375, -2.350], [-0.858, 2.370, -2.249], [-1.626, 1.827, -3.325], [-3.150, 2.039, -3.118], [-2.701, 2.026, -1.022], [-4.011, 3.114, -1.472], [-5.208, 0.705, -2.048], [-5.331, 1.569, -0.519], [-3.363, -0.680, -1.094], [-4.807, -0.749, -0.062], [-5.486, -0.022, 1.647], [-6.551, 0.755, 3.507], [-5.860, 2.408, 5.029], [-3.844, 3.588, 4.999], [-1.989, 3.247, 3.714], [0.688, 1.136, 2.662], [-0.276, 1.969, 3.890], [0.508, 3.878, 2.974], [-0.700, 3.605, 1.712], [2.058, 2.427, 1.379], [1.826, 4.174, 1.137], [0.270, 5.466, 0.306], [0.768, 7.268, -1.068], [1.431, 7.235, -3.316], [1.223, 5.451, -4.815], [0.267, 3.376, -4.451], [-1.415, 0.750, -3.338], [-1.378, 2.227, -4.324], [-3.680, 1.233, -3.638], [-3.424, 2.972, -3.617], [-2.710, -1.289, 3.917], [-2.029, -1.489, 2.753], [-0.809, -1.847, 2.665], [-0.068, -1.930, 3.828], [1.211, -2.062, 3.789], [1.954, -1.814, 2.768], [2.823, -2.581, 2.234], [3.701, -2.043, 1.224], [4.825, -2.766, 0.795], [5.640, -2.227, -0.180], [5.312, -0.983, -0.710], [4.180, -0.341, -0.220], [3.402, -0.841, 0.714], [-0.747, -1.918, 5.112], [-0.111, -2.250, 6.302], [-0.814, -2.264, 7.492], [-2.163, -1.937, 7.502], [-2.809, -1.588, 6.328], [-2.109, -1.575, 5.126], [-3.610, -0.824, 3.888], [-2.581, -1.343, 1.842], [2.931, -3.643, 2.485], [5.046, -3.727, 1.243], [6.519, -2.763, -0.522], [5.922, -0.522, -1.475], [3.880, 0.629, -0.591], [0.938, -2.502, 6.263], [-0.319, -2.533, 8.415], [-2.718, -1.958, 8.430], [-3.858, -1.330, 6.327], [-3.694, -3.726, -4.610], [-2.578, -4.024, -3.747], [-1.801, -3.105, -3.092], [-2.202, -1.811, -3.197], [-0.788, -3.441, -2.508], [-3.968, -4.624, -5.158], [-3.440, -2.941, -5.328], [-4.564, -3.401, -4.031], [-2.234, -4.967, -3.713], [-3.156, -1.589, -3.418], [-1.705, -1.146, -2.615], [3.099, 2.235, -2.851], [3.282, 1.071, -3.686], [4.191, 1.226, -4.792], [4.722, -0.132, -5.222], [3.536, -1.031, -5.531], [2.612, -1.037, -4.427], [1.732, -2.176, -4.344], [2.480, -0.019, -3.517], [1.704, -0.118, -2.582], [4.019, 2.453, -2.300], [2.288, 2.049, -2.151], [2.838, 3.102, -3.462], [5.014, 1.870, -4.465], [3.696, 1.724, -5.639], [5.298, -0.566, -4.403], [5.371, -0.039, -6.094], [3.874, -2.061, -5.696], [3.036, -0.694, -6.452], [2.300, -3.094, -4.170], [1.163, -2.283, -5.272], [1.045, -2.031, -3.513]]}

---

(4)
{"formula": "C44H56NO10PS3W", "method": "ωB97M-V with the def2-TZVPD basis set", "total_charge": -1, "homo_ha": [-0.187, -0.201], "de_lowest_kj_mol": 0.0, "multiplicity": 4, "symbols": ["W", "O", "C", "O", "C", "C", "C", "N", "C", "C", "C", "O", "O", "H", "H", "H", "O", "C", "O", "C", "O", "O", "C", "S", "C", "H", "H", "H", "H", "H", "H", "O", "S", "C", "C", "C", "C", "C", "C", "C", "C", "C", "C", "C", "C", "C", "C", "H", "H", "H", "H", "H", "H", "H", "H", "H", "H", "H", "H", "H", "H", "S", "C", "O", "P", "C", "C", "C", "C", "C", "C", "C", "C", "C", "C", "C", "C", "C", "C", "C", "C", "C", "C", "H", "H", "H", "H", "H", "H", "H", "H", "H", "H", "H", "H", "H", "H", "H", "H", "H", "H", "H", "H", "H", "H", "H", "H", "H", "H", "H", "H", "H", "H", "H", "H", "H"], "xyz": [[-1.947, -0.308, -0.783], [-4.783, -5.136, 3.499], [-3.562, -4.926, 3.429], [-2.602, -5.409, 4.059], [-3.145, -3.885, 2.357], [-1.811, -3.752, 1.990], [-1.436, -2.767, 1.104], [-2.327, -1.898, 0.604], [-3.635, -2.067, 0.887], [-4.075, -3.046, 1.749], [-4.556, -1.056, 0.244], [-5.758, -1.154, 0.323], [-3.916, -0.075, -0.354], [-1.084, -4.419, 2.435], [-0.417, -2.612, 0.784], [-5.127, -3.155, 1.966], [-2.287, -3.205, -3.713], [-1.991, -2.493, -2.786], [-2.783, -1.668, -2.157], [-0.535, -2.415, -2.240], [0.308, -3.253, -2.462], [-0.335, -1.327, -1.533], [2.648, -1.150, -3.257], [1.744, 0.403, -3.148], [2.839, 1.422, -4.156], [2.722, -1.479, -4.293], [2.088, -1.894, -2.691], [3.647, -1.038, -2.832], [2.892, 1.050, -5.180], [3.844, 1.449, -3.731], [2.435, 2.434, -4.172], [-2.005, 0.896, -2.545], [-2.694, 0.715, -3.889], [-1.375, 1.218, -5.035], [-0.926, 2.642, -4.897], [-1.156, 3.546, -5.929], [-0.777, 4.876, -5.805], [-0.172, 5.317, -4.638], [0.058, 4.422, -3.601], [-0.310, 3.091, -3.728], [-3.786, 2.147, -3.980], [-4.836, 2.027, -2.913], [-5.795, 1.020, -2.962], [-6.715, 0.886, -1.938], [-6.689, 1.762, -0.862], [-5.737, 2.766, -0.809], [-4.806, 2.894, -1.830], [-1.739, 0.994, -6.039], [-0.575, 0.515, -4.783], [-1.637, 3.206, -6.840], [-0.959, 5.566, -6.619], [0.119, 6.355, -4.535], [0.526, 4.758, -2.684], [-0.137, 2.398, -2.915], [-4.194, 2.153, -4.995], [-3.169, 3.032, -3.833], [-5.799, 0.313, -3.786], [-7.427, 0.073, -1.955], [-7.386, 1.630, -0.046], [-5.694, 3.432, 0.043], [-4.034, 3.653, -1.772], [-1.399, 2.917, 0.562], [-1.539, 1.446, 0.072], [0.342, -0.444, 1.033], [1.400, -0.499, 2.087], [2.423, -1.974, 1.739], [2.934, -2.021, 0.295], [3.220, -3.477, -0.101], [3.731, -4.303, 1.093], [4.472, -3.414, 2.089], [3.501, -2.418, 2.745], [2.270, 1.123, 2.174], [2.290, 1.855, 0.819], [3.500, 1.535, -0.051], [4.807, 1.716, 0.714], [4.811, 0.855, 1.972], [3.632, 1.196, 2.880], [0.629, -0.895, 3.712], [1.418, -0.629, 5.005], [1.303, 0.805, 5.525], [-0.155, 1.241, 5.642], [-0.878, 1.092, 4.307], [-0.806, -0.345, 3.801], [1.617, -2.721, 1.782], [3.849, -1.430, 0.210], [2.195, -1.583, -0.380], [3.962, -3.488, -0.904], [2.314, -3.924, -0.515], [4.374, -5.114, 0.745], [2.893, -4.782, 1.608], [5.264, -2.870, 1.565], [4.963, -4.010, 2.861], [4.060, -1.569, 3.142], [3.015, -2.896, 3.600], [1.549, 1.668, 2.791], [2.293, 2.930, 1.037], [1.369, 1.640, 0.278], [3.480, 2.175, -0.937], [3.423, 0.512, -0.425], [4.920, 2.770, 0.998], [5.662, 1.466, 0.080], [5.745, 0.983, 2.527], [4.766, -0.197, 1.679], [3.765, 2.227, 3.230], [3.648, 0.571, 3.776], [0.528, -1.983, 3.613], [2.467, -0.912, 4.893], [1.008, -1.296, 5.771], [1.829, 1.496, 4.862], [1.802, 0.874, 6.495], [-0.213, 2.271, 6.003], [-0.657, 0.615, 6.389], [-0.446, 1.776, 3.568], [-1.926, 1.383, 4.408], [-1.289, -0.431, 2.827], [-1.362, -0.990, 4.490]]}